1.
Density functional theory data (ωB97M-V/def2-TZVPD) for one molecule with the formula C4H9NO in a non-equilibrium geometry.

The geometry in XYZ format:
```
15
Properties=species:S:1:pos:R:3:forces:R:3:mulliken_charge:R:1
O 1.919753 -1.307441 -1.386585 0.23 -2.12 -0.58 -0.443
C 1.970132 -0.382774 -0.648632 0.82 2.55 -2.48 -0.353
C 0.802642 0.174216 0.044762 -1.13 1.13 2.81 0.433
C -0.517718 -0.689618 -0.014370 1.85 -1.06 -1.77 -0.302
C -1.642650 -0.356123 0.910598 -0.94 2.32 1.85 -1.083
N 0.437280 1.541077 -0.443124 -0.10 0.81 3.53 -0.703
H 2.898552 0.301135 -0.705978 -0.83 -0.72 0.78 0.360
H 1.455877 0.253673 1.053035 -2.43 0.17 -0.95 0.188
H -0.238189 -1.789939 -0.005143 -0.45 1.18 0.28 0.299
H -0.841415 -0.505769 -1.094653 0.22 -0.39 1.31 0.188
H -1.444412 -0.491199 2.009422 0.26 -0.02 -1.02 0.283
H -2.040532 0.747590 0.854643 0.95 -1.85 -0.18 0.231
H -2.526113 -0.943291 0.728901 -0.25 -0.41 -0.35 0.357
H 0.190874 1.471351 -1.378427 -0.58 -0.13 -2.10 0.273
H -0.424086 1.977106 0.075550 2.38 -1.46 -1.14 0.271
```
Positions in Å, forces in eV/Å.

Properties
Structure (SMILES) ... CC[C@H](N)C=O
Kohn-Sham gap ... 10.54 eV
E_LUMO ... 0.86 eV
Total charge ... 0
Highest occupied orbital energy ... -9.7 eV
Total energy ... -7829.888 eV
Energy relative to the best compared isomer or geometry (same formula, charge and spin) ... 234.6 kJ/mol

2.
Density functional theory data (ωB97M-V/def2-TZVPD) for a 2-piece molecular cluster, C4H9NO overall in a non-equilibrium geometry.

The geometry in XYZ format:
```
15
Properties=species:S:1:pos:R:3:forces:R:3:mulliken_charge:R:1
C 0.390266 -0.989923 1.016507 0.03 -0.04 0.02 -1.055
C 0.461379 0.222713 0.133332 0.36 -0.21 -0.43 0.860
C 1.612097 1.155687 0.332215 0.21 0.12 0.07 -1.254
N -0.246394 0.262012 -0.916041 0.71 -0.11 -0.01 -0.508
C -2.303613 -0.447902 -0.947361 -0.71 -0.29 0.39 -0.058
O -2.569851 -1.573225 -0.585060 0.13 -0.07 0.03 -0.502
H 0.580786 -0.783577 2.073601 -0.08 0.08 -0.18 0.339
H 1.223309 -1.601930 0.647879 -0.09 -0.15 0.23 0.260
H -0.530970 -1.563749 0.883487 0.13 0.22 -0.01 0.283
H -2.257412 0.365149 -0.152006 -0.56 -0.35 -1.31 0.234
H 1.475717 2.088397 -0.222609 0.03 -0.15 0.10 0.350
H 2.464149 0.615523 -0.091716 0.21 0.24 0.14 0.307
H 1.829206 1.375106 1.378231 -0.04 -0.04 -0.04 0.346
H 0.001883 1.019385 -1.549231 -0.03 0.22 0.14 0.171
H -2.200036 -0.263386 -2.051493 -0.30 0.54 0.86 0.227
```
Positions in Å, forces in eV/Å.

Properties
Structure (SMILES) ... CC(C)=N.C=O
Kohn-Sham gap ... 9.61 eV
E_LUMO ... 0.71 eV
Total charge ... 0
Highest occupied orbital energy ... -8.9 eV
Total energy ... -7829.899 eV
Energy relative to the best compared isomer or geometry (same formula, charge and spin) ... 233.5 kJ/mol